DFT (wB97M-V/def2-TZVPD) results for a 2-piece molecular cluster, C2Cl3F overall.

Structure (XYZ):
```
6
Properties=species:S:1:pos:R:3:forces:R:3:nbo_charge:R:1
C 1.01473 -0.29033 0.61945 -2.05 1.99 2.60 0.231
C -1.18807 -0.62931 -0.23525 2.46 0.99 -1.27 -0.199
F 1.12507 1.07459 0.87253 -0.26 -1.57 -0.60 -0.372
Cl 2.15582 -0.67003 -0.46066 1.82 -0.59 -1.95 0.078
Cl -1.84608 -1.94404 0.43833 -1.17 -1.21 0.90 0.155
Cl -2.12819 0.73163 -0.43620 -0.80 0.39 0.32 0.106
```
Forces are in eV/Å.

The frontier orbital gap (alpha / beta) is 7.23 / 7.22 eV. The calculation puts the LUMO energy (alpha / beta) at -1.25 / -1.26 eV.